# 1
{"formula": "C27H45BrN2NiO2P2", "method": "wB97M-V/def2-TZVPD", "symbols": ["H", "C", "H", "H", "C", "O", "H", "C", "C", "O", "P", "N", "H", "H", "H", "H", "Br", "H", "C", "H", "Ni", "H", "H", "C", "C", "C", "H", "H", "N", "H", "C", "H", "H", "H", "H", "H", "C", "H", "C", "H", "H", "C", "C", "C", "P", "H", "H", "C", "C", "H", "H", "H", "H", "H", "H", "C", "H", "C", "H", "H", "H", "C", "H", "C", "H", "H", "C", "H", "C", "H", "C", "H", "C", "C", "H", "C", "H", "H", "H", "C"], "positions_angstrom": [[-2.2946, -1.6331, -1.7042], [-1.9689, -2.0449, -0.7347], [1.1438, -2.5101, 1.4167], [-3.9133, 1.9166, -4.5600], [-2.9550, -1.6134, 0.3355], [-2.7476, -1.3436, 3.6163], [-3.6944, -1.0151, 4.9130], [3.4018, -0.6326, -1.1760], [0.2762, 2.7327, 0.5359], [-1.1351, 0.1663, 3.0767], [-0.1486, -1.7633, -0.4642], [-3.4987, -0.2805, 5.6528], [-2.4869, -1.0627, 1.1509], [6.6399, 2.1182, -0.0782], [0.6331, 1.1696, -3.0166], [2.9080, 0.1428, 2.0097], [3.0343, 3.0514, 0.7748], [0.2331, -4.0342, -1.0658], [-4.6710, 4.0306, -1.9839], [3.2735, -1.9004, 3.7466], [-1.2087, -0.0630, -1.0396], [-3.4813, -2.4635, 0.7645], [5.4401, 0.8091, 1.7185], [3.2748, -0.8822, 1.8236], [-3.1398, 2.1167, -1.7847], [0.5368, 1.7494, -2.1047], [0.1952, 3.1420, 1.5354], [-2.0000, -3.1382, -0.8643], [-5.8973, 4.5864, -3.9606], [4.7100, -2.2568, 2.7641], [-4.0478, 2.8997, -2.5965], [2.4080, -1.5015, 1.5626], [1.1175, -2.1093, -3.3044], [-3.2691, -0.7094, 6.5460], [-4.4403, 4.3219, -0.9628], [1.7703, -3.7414, -3.1342], [0.7371, -3.1042, -1.3574], [-0.3122, -4.1047, 2.4131], [-0.6811, -3.6419, 1.4905], [-1.7344, 1.9708, 0.4929], [4.3733, 1.4612, 0.4579], [3.9648, -1.5312, -2.2859], [6.3393, 1.0764, -0.2539], [-0.7201, 1.7499, -1.4354], [4.3674, -0.8990, 0.3583], [-3.7107, -0.9673, -0.1139], [7.1967, 0.4346, -0.0265], [-5.2944, 3.5732, -4.5902], [0.9112, -3.1007, -2.8773], [-0.5129, -4.3586, 0.6721], [-5.5679, 3.4364, -5.6465], [3.4339, -1.3628, -3.2301], [6.0708, 0.9793, -1.3139], [-1.7539, -3.4452, 1.6117], [2.5372, 2.4943, -2.0374], [-2.0262, -0.3069, 3.8127], [-2.0011, 0.8791, -3.1185], [1.6064, 2.3806, -1.4933], [2.3459, -0.8614, -0.9652], [3.4655, 0.4242, -1.4569], [0.0413, -3.5510, -3.3723], [-5.5871, 4.8162, -2.6799], [-0.2528, -1.5334, 1.9416], [5.1773, 0.7181, 0.6518], [1.7353, -3.1195, -0.8869], [-6.1059, 5.6574, -2.2050], [-2.0256, 1.3130, -2.1104], [-4.2578, 0.3731, 5.8243], [4.0023, -1.4663, 3.0503], [3.8686, -2.5955, -2.0346], [0.0711, -2.3398, 1.2537], [4.5667, -0.6955, 3.5894], [-0.8214, 2.1536, -0.0721], [1.4976, 2.7916, -0.1544], [-1.4914, 0.3617, 5.8135], [-2.3298, 0.4406, 5.1206], [-2.5825, 1.4848, 4.9300], [5.0297, -1.3409, -2.4709], [-3.2063, 2.3864, -0.7322], [-4.3621, 2.7152, -3.9719]], "forces_ev_per_angstrom": [[0.11, -0.17, -0.33], [-0.12, -1.67, -0.29], [-0.43, -0.06, -0.15], [-0.12, 0.10, 0.18], [-0.36, 0.41, 0.40], [0.60, 1.04, 0.27], [0.25, -0.15, -0.38], [0.18, -0.86, -0.32], [0.60, -0.08, -0.06], [-0.61, -0.29, 0.56], [0.70, -0.94, 0.77], [-0.45, 0.66, 1.55], [-0.06, -0.06, 0.16], [-0.06, -0.29, -0.08], [0.01, 0.64, -0.29], [0.25, -0.23, -0.36], [0.83, 1.71, 1.08], [0.29, 0.12, -0.04], [0.06, -0.48, 0.02], [0.23, 0.16, -0.16], [0.55, -0.48, 0.51], [0.06, 0.03, 0.07], [-0.03, -0.21, -0.34], [-0.20, -1.15, -0.01], [1.43, -0.25, 0.02], [-1.06, 0.37, 0.62], [0.15, -0.37, 0.10], [-0.25, 0.35, -0.33], [0.11, -0.23, 0.12], [-0.24, 0.13, 0.16], [-1.39, 0.55, -0.93], [0.36, 0.36, 0.21], [-0.20, -0.20, 0.15], [-0.21, -0.23, -0.02], [-0.01, -0.29, -0.03], [-0.32, 0.20, 0.06], [0.15, -0.17, -0.08], [-0.21, 0.00, -0.16], [-0.07, -0.30, 0.38], [0.18, 0.41, -0.10], [0.17, -1.14, 0.07], [-0.02, -0.16, -0.46], [0.44, 0.04, 0.01], [-0.34, 0.21, 0.32], [-1.09, 2.94, 0.79], [-0.05, 0.02, 0.08], [-0.03, 0.19, -0.25], [0.45, -0.23, 0.30], [0.05, -0.14, -0.23], [-0.20, 0.13, 0.44], [0.20, 0.00, 0.55], [0.12, -0.03, 0.22], [0.13, -0.01, 0.20], [0.36, -0.22, 0.00], [0.08, -0.16, 0.22], [0.43, -0.61, -1.48], [0.29, 0.64, 0.06], [-0.17, -0.43, 0.22], [0.29, 0.08, 0.02], [0.17, -0.14, 0.26], [0.16, 0.35, 0.04], [0.23, -0.28, -0.42], [0.11, -0.36, -0.28], [1.01, -0.31, -0.10], [-0.31, -0.04, 0.01], [0.33, -0.35, -0.12], [-1.69, 1.90, -1.30], [-0.31, -0.27, -0.07], [0.06, 0.01, 0.24], [-0.02, 0.24, -0.04], [-0.09, 0.18, 0.19], [-0.13, -0.19, -0.15], [0.52, 0.12, -0.85], [-1.95, -0.60, -1.13], [-0.08, 0.14, -0.15], [0.27, -0.07, -0.43], [0.15, -0.17, 0.06], [-0.23, 0.04, 0.07], [0.15, 0.36, -0.20], [-0.17, 0.21, 0.38]], "e_above_lowest_kcal_mol": 22.7, "energy_ev": -165448.669, "homo_lumo_gap_ev": [6.41, 4.77], "spin_multiplicity": 3, "total_charge": 2}

***

# 2
{"formula": "C19H25N3SSiW", "method": "wB97M-V/def2-TZVPD", "symbols": ["C", "N", "C", "C", "W", "C", "H", "C", "H", "H", "H", "C", "C", "C", "N", "H", "S", "C", "H", "C", "C", "H", "H", "H", "C", "H", "C", "N", "H", "C", "H", "H", "H", "C", "C", "C", "H", "H", "H", "C", "Si", "H", "H", "H", "H", "H", "H", "H", "C", "H"], "positions_angstrom": [[-2.8196, 2.2437, -5.0872], [-0.6270, -1.5896, 2.5088], [-1.6759, 1.9619, -5.8262], [-1.5589, 1.2525, 1.1482], [-1.0480, -0.3939, -0.0801], [-0.8494, 0.9051, -5.4789], [-2.7746, -0.4270, -2.9617], [-1.0067, 1.8832, -1.0105], [5.9503, -1.4590, -5.2517], [-3.3937, 3.1348, -5.3347], [5.0293, 0.8183, -4.6799], [0.1856, 1.6557, -0.3104], [2.6921, -2.3735, -4.5222], [-1.7406, -2.0489, -1.0813], [-1.6135, -1.6771, 1.4903], [4.4352, -3.4623, -5.0835], [1.0377, -1.2672, 0.4356], [-2.3299, 0.2586, -3.7051], [-1.8919, -2.2705, -2.1295], [3.1243, 0.0488, -4.2081], [4.0396, -2.4791, -4.8799], [-1.7713, -2.6660, 1.2585], [-1.0920, 2.3183, -1.9984], [-2.7204, -1.7785, -0.5686], [4.4202, -0.0793, -4.6338], [0.5769, 1.2180, 1.8514], [0.6531, -1.5379, 2.0957], [1.6013, -1.6448, 3.0285], [-2.1233, 1.1627, 2.0626], [4.8919, -1.3625, -4.9548], [-0.8712, -2.1763, 3.3105], [2.5453, -1.5683, 2.7134], [0.5930, -0.6426, -2.4683], [2.2682, -1.0761, -4.2854], [-0.1253, 1.3121, 1.0295], [-2.1011, 1.6195, -0.1517], [1.1853, 1.7568, -0.7277], [2.0254, -3.2324, -4.4730], [-1.2542, -2.9310, -0.6094], [-3.1333, 1.3736, -4.0419], [0.6948, -0.2810, -3.9190], [-3.9991, 1.6532, -3.4415], [-3.1562, 1.7839, -0.3480], [2.8335, 1.0586, -3.8592], [1.1547, 1.0266, -3.8231], [-1.3047, 2.6357, -6.5783], [-2.5638, -1.4315, 1.8028], [0.0882, 0.7828, -6.0361], [-1.0342, 0.1604, -4.2864], [1.3831, -1.6840, 4.0085]], "forces_ev_per_angstrom": [[0.72, -0.36, 0.13], [-1.28, -0.62, 0.84], [0.22, -0.06, -0.08], [-0.07, 2.22, 0.57], [0.37, -0.84, -4.39], [-0.15, 0.63, 0.76], [0.80, 0.41, -0.22], [-0.82, 0.33, -0.35], [-0.76, -0.22, 0.09], [-0.05, -0.29, 0.30], [0.25, -0.34, 0.00], [0.50, -0.06, 0.37], [1.03, 0.91, -0.59], [0.22, -0.79, -0.15], [-0.60, -1.28, 0.91], [0.19, -0.06, -0.09], [1.34, -0.85, 0.66], [0.33, 0.88, 0.18], [-0.17, 0.27, -0.13], [0.89, -0.01, -0.53], [0.40, -0.13, 0.29], [0.46, -0.06, -0.37], [0.05, -0.54, -0.13], [-0.25, -0.57, -0.37], [0.71, -0.87, 0.18], [-0.16, -0.10, -0.25], [1.20, -0.08, 0.66], [-1.30, 0.10, -1.29], [-0.02, 0.07, 0.09], [0.13, 0.22, -0.18], [0.39, 0.42, 0.04], [0.65, 0.02, 0.16], [-0.35, -0.19, 1.12], [-0.62, 0.67, -0.10], [-0.72, 1.65, 1.06], [0.58, 0.51, 1.03], [-0.26, -0.13, 0.10], [0.18, 0.23, -0.18], [-0.81, 0.16, -0.27], [-0.15, 0.07, -0.12], [-1.24, -1.05, 2.73], [-0.08, -0.61, -0.16], [0.16, -0.31, -0.18], [0.11, -1.07, -0.56], [-0.07, 1.82, 0.24], [-0.35, 0.06, -0.48], [0.63, 0.54, 0.72], [-0.25, 0.18, 0.09], [-2.12, -0.71, -2.42], [0.14, -0.15, 0.27]], "e_above_lowest_kcal_mol": 73.1, "energy_ev": -45096.027, "homo_lumo_gap_ev": [5.37, 5.28], "spin_multiplicity": 3, "total_charge": 2}